# 1
This record from the Open Molecules 2025 dataset describes 2 unconnected molecules or ions with the total composition C4H10SSi in a non-equilibrium geometry. The level of theory is ωB97M-V with the def2-TZVPD basis set.

The calculation puts the energy above the lowest of the compared OMol25 structures with the same formula, charge and spin at 133.5 kJ/mol. As for the HOMO energy: -8.798 eV. The value obtained for the HOMO-LUMO gap is 0.3527 Ha.

Structure (ORCA input):
```
! RIJCOSX wB97M-V def2-TZVPD def2/J DEFGRID3
* xyz 0 1
C 0.9247 -0.1162 -1.0894
C 1.3483 -0.7271 0.2385
C -0.1943 0.9479 -0.9608
C 0.2036 -0.8210 1.2894
Si -1.1484 0.3042 0.6444
S -2.0252 1.7025 2.0554
H 1.6408 0.3338 -1.7351
H 0.4491 -0.9947 -1.6192
H 1.6517 -1.7596 0.1545
H 2.1860 -0.1637 0.6174
H 0.2764 1.9041 -0.7774
H -0.8734 1.0271 -1.8441
H -0.2949 -1.7485 1.5124
H 0.4419 -0.3108 2.2076
H -2.8756 -0.7921 0.3677
H -2.0932 2.5420 1.0128
*
```

Per-atom natural (NBO) charges, elementary charge units: number 1, C, carries -0.41; number 2, C, carries -0.41; number 3, C, carries -0.84; number 4, C, carries -0.92; number 5, Si, carries 1.25; number 6, S, carries -0.43; number 7, H, carries 0.22; number 8, H, carries 0.20; number 9, H, carries 0.22; number 10, H, carries 0.21; number 11, H, carries 0.23; number 12, H, carries 0.25; number 13, H, carries 0.25; number 14, H, carries 0.25; number 15, H, carries -0.22; number 16, H, carries 0.15

---

# 2
This record from the Open Molecules 2025 dataset describes a single C4H10Se molecule in a non-equilibrium geometry. The level of theory is ωB97M-V with the def2-TZVPD basis set.

The calculation puts the energy above the lowest of the compared OMol25 structures with the same formula, charge and spin at 196.1 kJ/mol. As for the HOMO energy: -8.684 eV. The value obtained for the HOMO-LUMO gap is 0.3213 Ha.

Structure (ORCA input):
```
! RIJCOSX wB97M-V def2-TZVPD def2/J DEFGRID3
* xyz 0 1
C -0.1982 -1.2406 -0.6215
C -0.0787 0.2187 -0.0257
C -1.4219 0.6464 0.4697
C 1.0560 0.2429 0.9764
Se 0.3716 1.3050 -1.6633
H -1.1828 -1.2192 -1.2638
H 0.7274 -1.3369 -1.2487
H -0.1774 -2.2253 0.0066
H -1.9619 1.0647 -0.4394
H -2.0045 -0.2046 0.9013
H -1.2529 1.5461 1.1553
H 1.7217 1.2233 0.9664
H 0.6393 0.1173 1.9365
H 1.7242 -0.6129 0.6843
H 2.0379 0.4751 -1.8341
*
```

Per-atom natural (NBO) charges, elementary charge units: number 1, C, carries -0.65; number 2, C, carries -0.12; number 3, C, carries -0.65; number 4, C, carries -0.64; number 5, Se, carries 0.04; number 6, H, carries 0.22; number 7, H, carries 0.21; number 8, H, carries 0.22; number 9, H, carries 0.22; number 10, H, carries 0.23; number 11, H, carries 0.22; number 12, H, carries 0.23; number 13, H, carries 0.21; number 14, H, carries 0.21; number 15, H, carries 0.06

---

energy above the lowest of the compared OMol25 structures with the same formula, charge and spin of number 2 (C4H10Se)?
196.1 kJ/mol

---

Copy entry 2 word for word.
This record from the Open Molecules 2025 dataset describes a single C4H10Se molecule in a non-equilibrium geometry. The level of theory is ωB97M-V with the def2-TZVPD basis set.

The calculation puts the energy above the lowest of the compared OMol25 structures with the same formula, charge and spin at 196.1 kJ/mol. As for the HOMO energy: -8.684 eV. The value obtained for the HOMO-LUMO gap is 0.3213 Ha.

Structure (ORCA input):
```
! RIJCOSX wB97M-V def2-TZVPD def2/J DEFGRID3
* xyz 0 1
C -0.1982 -1.2406 -0.6215
C -0.0787 0.2187 -0.0257
C -1.4219 0.6464 0.4697
C 1.0560 0.2429 0.9764
Se 0.3716 1.3050 -1.6633
H -1.1828 -1.2192 -1.2638
H 0.7274 -1.3369 -1.2487
H -0.1774 -2.2253 0.0066
H -1.9619 1.0647 -0.4394
H -2.0045 -0.2046 0.9013
H -1.2529 1.5461 1.1553
H 1.7217 1.2233 0.9664
H 0.6393 0.1173 1.9365
H 1.7242 -0.6129 0.6843
H 2.0379 0.4751 -1.8341
*
```

Per-atom natural (NBO) charges, elementary charge units: number 1, C, carries -0.65; number 2, C, carries -0.12; number 3, C, carries -0.65; number 4, C, carries -0.64; number 5, Se, carries 0.04; number 6, H, carries 0.22; number 7, H, carries 0.21; number 8, H, carries 0.22; number 9, H, carries 0.22; number 10, H, carries 0.23; number 11, H, carries 0.22; number 12, H, carries 0.23; number 13, H, carries 0.21; number 14, H, carries 0.21; number 15, H, carries 0.06

---

What is the formula in the first record?
C4H10SSi